1.
Entry from OMol25: the molecule C10H11NOS (ωB97M-V/def2-TZVPD).

Computed properties:
* LUMO energy: 0.87 eV
* relative energy (zero: lowest compared OMol25 entry of this formula, charge and spin): 32.8 kcal/mol
* structure (SMILES): c1coc(CNCc2cccs2)c1
* HOMO-LUMO gap: 0.3421 Ha

Geometry (Å):
1 C 1.620 1.916 0.275
2 C -0.697 1.743 -0.631
3 C -1.600 0.592 -0.281
4 C -2.944 0.655 -0.034
5 C -3.521 -0.590 0.321
6 C -2.589 -1.603 0.328
7 C 2.052 0.472 0.185
8 C 2.573 -0.400 1.088
9 C 2.758 -1.633 0.398
10 C 2.335 -1.414 -0.869
11 H 1.956 2.448 -0.637
12 H 2.131 2.368 1.140
13 H -0.118 1.778 1.334
14 H -0.076 1.513 -1.496
15 H -1.363 2.583 -0.891
16 H -3.481 1.577 -0.085
17 H -4.553 -0.747 0.559
18 H -2.747 -2.648 0.551
19 H 2.793 -0.184 2.144
20 H 3.172 -2.568 0.798
21 H 2.268 -2.019 -1.733
22 N 0.192 2.165 0.454
23 O 1.900 -0.139 -1.018
24 S -1.028 -1.035 -0.088

2.
Entry from OMol25: a structure of composition C13H37AgN5O4 (ωB97M-V/def2-TZVPD).

Computed properties:
* LUMO energy: -5.15 eV
* total charge: +1
* HOMO-LUMO gap: 0.2156 Ha

Geometry (Å):
1 Ag -27.448 -7.497 34.491
2 C -31.061 -11.289 34.032
3 O -30.937 -10.169 34.478
4 N -31.355 -11.607 32.830
5 N -30.912 -12.409 34.721
6 H -31.574 -10.863 32.183
7 H -31.493 -12.584 32.613
8 H -31.190 -13.320 34.386
9 H -30.413 -12.408 35.599
10 C -27.167 -1.890 36.617
11 C -26.753 -3.010 35.736
12 C -25.217 -3.255 35.703
13 O -25.013 -4.217 34.644
14 C -23.630 -4.525 34.497
15 N -27.432 -4.196 36.294
16 H -28.178 -1.484 36.580
17 H -26.572 -1.046 36.269
18 H -26.981 -2.105 37.670
19 H -27.137 -2.831 34.732
20 H -24.915 -3.516 36.717
21 H -24.730 -2.346 35.349
22 H -23.388 -5.504 34.083
23 H -23.022 -4.568 35.401
24 H -23.143 -3.932 33.722
25 H -27.459 -4.220 37.303
26 H -28.410 -4.135 36.049
27 C -27.422 -6.782 28.593
28 C -27.396 -7.524 29.938
29 C -26.100 -8.252 30.216
30 O -26.353 -9.147 31.291
31 C -25.163 -9.797 31.841
32 N -27.731 -6.515 30.898
33 H -27.285 -7.475 27.763
34 H -26.640 -6.022 28.605
35 H -28.415 -6.333 28.561
36 H -28.087 -8.366 29.898
37 H -25.251 -7.585 30.370
38 H -25.845 -8.805 29.312
39 H -25.513 -10.570 32.525
40 H -24.659 -9.069 32.477
41 H -24.446 -10.035 31.055
42 H -27.130 -5.717 30.749
43 H -28.657 -6.122 30.809
44 C -24.532 -10.203 40.869
45 C -24.030 -10.019 39.380
46 C -23.132 -11.099 38.734
47 O -23.847 -12.360 38.644
48 C -23.267 -13.448 39.347
49 N -25.230 -9.841 38.535
50 H -25.538 -10.612 40.960
51 H -24.645 -9.296 41.462
52 H -23.893 -10.975 41.297
53 H -23.547 -9.057 39.213
54 H -22.172 -11.226 39.237
55 H -22.888 -10.734 37.737
56 H -23.162 -13.274 40.418
57 H -22.323 -13.710 38.869
58 H -24.011 -14.244 39.378
59 H -25.673 -10.727 38.337
60 H -25.864 -9.247 39.051

3.
Entry from OMol25: the ion C6H8N with charge +1 (ωB97M-V/def2-TZVPD).

Computed properties:
* LUMO energy: -3.52 eV
* total charge: +1
* relative energy (zero: lowest compared OMol25 entry of this formula, charge and spin): 160.1 kcal/mol
* structure (SMILES): CC1=C[N@@H+]1C1C=C1
* HOMO-LUMO gap: 0.3786 Ha

Geometry (Å):
1 C 1.733 0.215 0.825
2 C 2.516 -0.005 -0.267
3 C -0.562 -1.481 0.109
4 C -1.318 -0.449 -0.062
5 C 1.187 0.594 -0.437
6 C -2.134 0.653 0.373
7 N -0.134 -0.571 -0.909
8 H 1.716 0.321 1.926
9 H 3.468 -0.403 -0.805
10 H -0.083 -2.398 0.471
11 H 0.662 1.438 -0.905
12 H -1.422 1.395 0.881
13 H -2.883 0.377 1.060
14 H -2.479 1.134 -0.439
15 H -0.267 -0.821 -1.821

4.
Entry from OMol25: a cluster of 4 separate species, C14H36NO5PS in total (ωB97M-V/def2-TZVPD).

Computed properties:
* LUMO energy: 0.27 eV
* relative energy (zero: lowest compared OMol25 entry of this formula, charge and spin): 130.7 kcal/mol
* structure (SMILES): CCP(CC)NC(=O)OCCCS.CCO.CCO.CCO
* HOMO-LUMO gap: 0.2868 Ha

Geometry (Å):
1 C -1.029 1.240 2.525
2 C -2.019 0.207 3.327
3 P -2.798 -1.056 2.127
4 C -1.565 -1.752 0.857
5 C -1.267 -3.385 1.017
6 N -4.330 -0.506 1.421
7 C -4.258 -0.246 -0.066
8 O -4.307 -1.290 -0.936
9 O -4.189 1.110 -0.684
10 C -2.767 1.439 -1.022
11 C -2.486 1.572 -2.631
12 C -0.922 1.383 -3.084
13 S 0.330 1.553 -1.689
14 H 0.012 0.737 2.248
15 H -1.564 1.496 1.499
16 H -0.890 2.267 3.107
17 H -1.466 -0.349 4.207
18 H -2.920 0.796 3.837
19 H -0.513 -1.234 1.085
20 H -1.795 -1.527 -0.267
21 H -0.610 -3.722 0.079
22 H -2.250 -4.024 1.023
23 H -0.599 -3.627 1.971
24 H -5.129 -1.139 1.646
25 H -2.118 0.641 -0.464
26 H -2.566 2.480 -0.476
27 H -2.912 2.597 -3.060
28 H -3.096 0.707 -3.178
29 H -0.786 0.324 -3.565
30 H -0.665 2.250 -3.858
31 H 0.956 0.279 -1.497
32 C 2.912 -4.672 4.039
33 C 1.705 -5.301 3.373
34 O 1.260 -4.480 2.303
35 H 2.666 -3.676 4.420
36 H 3.264 -5.290 4.870
37 H 3.729 -4.547 3.321
38 H 0.883 -5.404 4.088
39 H 1.946 -6.292 2.979
40 H 1.993 -4.402 1.669
41 C 0.609 5.900 -2.346
42 C 0.320 6.064 -0.868
43 O -0.779 5.246 -0.495
44 H -0.269 6.171 -2.942
45 H 1.450 6.528 -2.651
46 H 0.843 4.857 -2.581
47 H 0.064 7.103 -0.641
48 H 1.188 5.782 -0.265
49 H -0.539 4.324 -0.693
50 C 4.429 -0.667 -3.413
51 C 4.140 -0.504 -1.935
52 O 3.041 -1.322 -1.562
53 H 3.551 -0.396 -4.008
54 H 5.271 -0.039 -3.717
55 H 4.664 -1.711 -3.648
56 H 3.884 0.536 -1.707
57 H 5.009 -0.785 -1.331
58 H 3.282 -2.243 -1.759

5.
Entry from OMol25: the molecule C30H38N4O4S (ωB97M-V/def2-TZVPD).

Computed properties:
* LUMO energy: -0.10 eV
* relative energy (zero: lowest compared OMol25 entry of this formula, charge and spin): 0.0 kcal/mol
* structure (SMILES): CCn1cc(C(=O)NCCCN2CCCCCC2)c(=O)c2cc(S(=O)(=O)N3CCc4ccccc4C3)ccc21
* HOMO-LUMO gap: 0.2971 Ha

Geometry (Å):
1 C -1.621 4.873 -2.446
2 H -1.895 4.284 -3.317
3 H -2.482 4.928 -1.785
4 H -1.367 5.879 -2.770
5 C -0.437 4.248 -1.713
6 N -0.742 2.904 -1.259
7 C -1.208 2.741 -0.005
8 C -1.523 1.550 0.571
9 C -1.384 0.323 -0.185
10 O -1.550 -0.812 0.260
11 C -1.010 0.540 -1.594
12 C -1.006 -0.565 -2.450
13 C -0.628 -0.428 -3.761
14 C -0.245 0.814 -4.251
15 C -0.268 1.922 -3.437
16 C -0.667 1.813 -2.095
17 H 0.012 2.875 -3.855
18 H 0.055 0.883 -5.284
19 S -0.731 -1.782 -4.950
20 O 0.023 -1.376 -6.101
21 O -2.122 -2.090 -5.107
22 N -0.002 -3.132 -4.346
23 C -0.720 -3.954 -3.406
24 C -0.218 -3.844 -1.990
25 C -0.964 -4.408 -0.962
26 C -0.513 -4.368 0.343
27 C 0.700 -3.766 0.631
28 C 1.443 -3.198 -0.385
29 C 0.996 -3.226 -1.701
30 C 1.808 -2.568 -2.786
31 C 1.427 -3.101 -4.168
32 H 1.804 -4.122 -4.292
33 H 1.831 -2.475 -4.964
34 H 1.633 -1.487 -2.750
35 H 2.873 -2.734 -2.606
36 H 2.387 -2.723 -0.162
37 H 1.065 -3.739 1.646
38 H -1.106 -4.804 1.133
39 H -1.907 -4.880 -1.197
40 H -0.633 -5.002 -3.730
41 H -1.772 -3.674 -3.482
42 H -1.304 -1.516 -2.035
43 C -1.972 1.617 2.001
44 O -2.174 2.693 2.544
45 N -2.148 0.425 2.581
46 C -2.503 0.272 3.966
47 C -1.324 -0.203 4.819
48 H -0.920 -1.118 4.384
49 H -1.697 -0.437 5.818
50 C -0.226 0.857 4.945
51 N 0.594 0.972 3.748
52 C 1.250 2.262 3.666
53 C 1.724 2.627 2.260
54 C 2.686 1.639 1.603
55 C 1.974 0.379 1.118
56 C 1.679 -0.664 2.202
57 H 2.483 -1.404 2.225
58 H 0.758 -1.181 1.931
59 C 1.546 -0.118 3.625
60 H 2.538 0.196 3.992
61 H 1.230 -0.950 4.261
62 H 2.576 -0.096 0.338
63 H 1.035 0.681 0.653
64 H 3.497 1.384 2.287
65 H 3.136 2.134 0.737
66 H 0.846 2.735 1.622
67 H 2.210 3.605 2.332
68 H 2.112 2.314 4.362
69 H 0.531 3.027 3.968
70 H -0.710 1.820 5.117
71 H 0.394 0.631 5.832
72 H -3.323 -0.451 4.042
73 H -2.852 1.246 4.318
74 H -1.914 -0.402 2.039
75 H -1.324 3.634 0.595
76 H 0.448 4.223 -2.352
77 H -0.194 4.848 -0.833

6.
Entry from OMol25: a structure of composition C29H50AsN5RuSSbSi2 (ωB97M-V/def2-TZVPD).

Computed properties:
* multiplicity: 5
* LUMO energy (alpha / beta): -2.36 / -3.94 eV
* total charge: +1
* relative energy (zero: lowest compared OMol25 entry of this formula, charge and spin): 0.0 kcal/mol
* HOMO-LUMO gap (alpha / beta): 0.2241 / 0.2380 Ha

Geometry (Å):
1 Ru 0.192 0.305 -0.079
2 N -3.031 0.976 -2.888
3 C -1.916 0.537 -2.306
4 N -1.522 0.913 -1.125
5 C -2.286 1.860 -0.397
6 N -1.865 2.241 0.766
7 N -0.707 1.655 1.108
8 C -0.095 1.955 2.271
9 C 1.130 1.313 2.500
10 C 1.928 1.515 3.650
11 C 3.128 0.871 3.767
12 C 3.554 0.010 2.741
13 C 2.745 -0.157 1.644
14 N 1.564 0.461 1.504
15 C -3.519 2.351 -0.985
16 C -4.357 3.253 -0.328
17 C -5.525 3.679 -0.930
18 C -5.877 3.210 -2.193
19 C -5.061 2.313 -2.858
20 C -3.888 1.890 -2.248
21 H -3.261 0.643 -3.810
22 H -1.301 -0.164 -2.857
23 H -0.535 2.671 2.951
24 H 1.574 2.188 4.419
25 H 3.744 1.022 4.643
26 H 4.497 -0.514 2.798
27 H 3.025 -0.811 0.827
28 H -4.072 3.608 0.652
29 H -6.170 4.381 -0.419
30 H -6.793 3.547 -2.659
31 H -5.326 1.944 -3.841
32 C 5.289 0.989 -0.915
33 Si 4.479 -0.031 -2.271
34 C 5.362 0.276 -3.896
35 C 4.549 -1.856 -1.819
36 As 2.187 0.509 -2.717
37 Si 1.995 2.759 -1.901
38 C 3.215 3.493 -3.131
39 C 0.275 3.434 -2.258
40 C 2.500 3.269 -0.170
41 H 6.303 0.607 -0.762
42 H 4.761 0.918 0.037
43 H 5.378 2.044 -1.177
44 H 6.427 0.058 -3.782
45 H 5.271 1.310 -4.234
46 H 4.970 -0.366 -4.687
47 H 5.506 -2.267 -2.151
48 H 3.754 -2.448 -2.274
49 H 4.493 -2.000 -0.737
50 H 2.954 3.258 -4.164
51 H 4.239 3.165 -2.949
52 H 3.201 4.581 -3.026
53 H -0.205 2.941 -3.106
54 H 0.376 4.494 -2.512
55 H -0.382 3.373 -1.387
56 H 3.507 2.945 0.091
57 H 1.812 2.930 0.603
58 H 2.490 4.365 -0.156
59 C -1.982 -0.838 3.804
60 C -1.736 -2.225 3.214
61 C -2.925 -3.151 3.447
62 Sb -1.088 -2.039 1.153
63 C 0.045 -3.866 0.883
64 C -0.553 -5.083 1.579
65 C 1.485 -3.633 1.336
66 C -2.844 -2.347 -0.080
67 C -3.932 -1.343 0.298
68 C -3.382 -3.769 -0.155
69 H -2.234 -0.918 4.864
70 H -2.817 -0.336 3.306
71 H -1.105 -0.194 3.711
72 H -0.854 -2.658 3.700
73 H -3.838 -2.752 3.002
74 H -3.108 -3.246 4.521
75 H -2.765 -4.151 3.051
76 H 0.046 -4.031 -0.199
77 H -0.534 -4.961 2.664
78 H 0.041 -5.970 1.344
79 H -1.580 -5.283 1.279
80 H 1.531 -3.377 2.399
81 H 1.963 -2.832 0.770
82 H 2.076 -4.542 1.197
83 H -2.458 -2.077 -1.071
84 H -4.407 -1.609 1.244
85 H -4.719 -1.326 -0.462
86 H -3.546 -0.326 0.406
87 H -3.733 -4.122 0.816
88 H -2.630 -4.471 -0.519
89 H -4.232 -3.808 -0.842
90 S 1.137 -1.134 -1.522

Number 1: maximum force 1.144 eV Å⁻¹, calculated total energy -915.79871 Eh. Number 2: maximum force 5.595 eV Å⁻¹, calculated total energy -1238.84286 Eh. Number 3: maximum force 4.185 eV Å⁻¹, calculated total energy -287.70106 Eh. Number 4: maximum force 8.496 eV Å⁻¹, calculated total energy -1725.25885 Eh. Number 5: maximum force 1.043 eV Å⁻¹, calculated total energy -2084.19831 Eh. Number 6: maximum force 0.529 eV Å⁻¹, calculated total energy -4956.75347 Eh.